No. 1
ORCA calculation (wB97M-V/def2-TZVPD) on the ion C8H12 with charge -1.

Last column: natural (NBO) charge in e.
Atoms and positions in Å:
C 2.16878 1.37425 -1.40940  -0.64
C 2.21523 0.56465 -0.20514  -0.09
C 3.26524 0.21390 0.45347  -0.54
C -0.04210 -0.31383 0.15045  -0.32
C 0.95956 0.34485 0.68654  -0.32
C -3.87744 -0.82504 0.27803  -0.63
C -2.41238 -0.72359 0.03841  -0.33
C -1.30290 -0.70371 0.83874  -0.29
H 3.02083 1.14228 -2.11599  0.19
H 2.43739 2.46271 -0.97297  0.20
H 1.29976 1.21484 -2.10885  0.22
H 3.19549 -0.64372 1.26802  0.17
H 4.29785 0.33618 0.16272  0.15
H 0.21185 -0.90741 -0.74440  0.18
H 0.84631 0.72613 1.81188  0.16
H -4.49887 -1.20807 -0.59967  0.18
H -4.12898 -1.54952 1.02168  0.18
H -4.24442 0.12238 0.59028  0.18
H -2.20146 -0.69809 -1.06550  0.16
H -1.20975 -0.92920 1.92170  0.18

Its energy above the lowest of the compared OMol25 structures with the same formula, charge and spin is 284.86 kJ/mol. The HOMO energy (spin up / spin down) comes out at 0.82 / -3.46 eV. For the calculated total energy, the calculation gives -8485.812 eV. Its net charge is -1. Its multiplicity is 2. The calculation puts the strongest force on any atom at 0.1244 Eh/bohr. The calculation puts the HOMO-LUMO gap (spin up / spin down) at 3.3 / 7.5 eV.

---

No. 2
ORCA calculation (wB97M-V/def2-TZVPD) on the molecule C8H12.

Last column: natural (NBO) charge in e.
Atoms and positions in Å:
C -0.12615 -2.53538 -0.82478  -0.39
C 0.41584 -1.45453 -1.37619  -0.19
C 0.46993 -0.08884 -0.75782  -0.05
C 0.60434 0.85994 -1.74490  -0.40
C 1.22664 -0.04752 0.49819  -0.43
C -0.22614 0.82182 0.95368  0.03
C 0.08059 1.58503 2.00071  -0.39
C -1.70165 0.66324 0.68821  -0.65
H -0.42584 -2.57840 0.21025  0.19
H -0.17931 -3.45550 -1.38604  0.20
H 0.80557 -1.52347 -2.38428  0.20
H 1.11500 1.78865 -1.54283  0.19
H 0.26278 0.66075 -2.74818  0.20
H 2.23379 0.34497 0.37772  0.23
H 1.31330 -0.81329 1.26137  0.23
H 1.07533 1.68189 2.40880  0.18
H -0.63094 2.16960 2.56240  0.18
H -2.32882 1.28763 1.32146  0.23
H -1.93573 0.99747 -0.32396  0.22
H -2.04854 -0.36407 0.80621  0.22

Its energy above the lowest of the compared OMol25 structures with the same formula, charge and spin is 416.74 kJ/mol. The HOMO energy comes out at -8.27 eV. For the calculated total energy, the calculation gives -8485.263 eV. The calculation puts the strongest force on any atom at 0.1408 Eh/bohr. The calculation puts the HOMO-LUMO gap at 9.1 eV. Its SMILES is C=CC(=C)CC(=C)C.

---

No. 3
ORCA calculation (wB97M-V/def2-TZVPD) on the molecule C8H12.

Last column: natural (NBO) charge in e.
Atoms and positions in Å:
C 2.17708 1.19565 0.10157  -0.41
C 1.59530 -0.00434 0.21836  0.00
C 2.18347 -1.28722 -0.45275  -0.63
C 0.32252 -0.07396 0.93724  -0.06
C -0.04167 -0.65489 2.07440  -0.38
C -0.78842 0.55755 0.02017  -0.21
C -1.89118 -0.06782 -0.33213  -0.19
C -2.82991 0.56248 -1.29950  -0.64
H 3.13307 1.36556 -0.40894  0.21
H 1.62025 1.99962 0.62192  0.20
H 2.63527 -1.94804 0.32660  0.22
H 3.02220 -0.96321 -1.08510  0.22
H 1.34380 -1.71561 -0.96456  0.22
H -1.13046 -0.80051 2.34363  0.20
H 0.53465 -1.04993 2.89012  0.20
H -0.60869 1.60204 -0.31519  0.21
H -2.22104 -1.06710 0.04550  0.21
H -3.82673 0.21009 -1.25233  0.21
H -2.43538 0.44466 -2.34809  0.22
H -2.79412 1.69496 -1.12091  0.21

Its energy above the lowest of the compared OMol25 structures with the same formula, charge and spin is 149.06 kJ/mol. The HOMO energy comes out at -8.93 eV. For the calculated total energy, the calculation gives -8488.037 eV. The calculation puts the strongest force on any atom at 0.0571 Eh/bohr. The calculation puts the HOMO-LUMO gap at 10.0 eV. Its SMILES is C=C(C)C(=C)/C=C/C.

---

No. 4
ORCA calculation (wB97M-V/def2-TZVPD) on a structure of composition C8H12.

Last column: natural (NBO) charge in e.
Atoms and positions in Å:
C -1.81534 -0.68680 0.46947  -0.43
C -1.98004 0.53943 -0.48089  -0.42
C -0.27111 0.91727 -0.66945  -0.18
C 0.18155 0.59813 0.68203  -0.29
C 1.73571 0.64380 0.67015  -0.42
C 1.96994 -0.49199 -0.52355  -0.41
C 0.34462 -0.66664 -0.82422  -0.21
C -0.18250 -0.84303 0.59972  -0.26
H -2.13883 -0.47745 1.62460  0.19
H -2.59192 -1.36041 0.07602  0.23
H -2.36489 1.64481 -0.15288  0.23
H -2.36403 0.10665 -1.49302  0.21
H 0.11388 1.90724 -1.02865  0.23
H -0.26066 1.42052 1.35401  0.21
H 2.38376 1.57997 0.33590  0.23
H 2.21052 0.04768 1.59716  0.22
H 2.23301 -1.64558 -0.18019  0.19
H 2.56500 -0.24334 -1.44373  0.21
H 0.40739 -1.53799 -1.72248  0.23
H -0.09021 -1.50310 1.49370  0.25

Its energy above the lowest of the compared OMol25 structures with the same formula, charge and spin is 438.31 kJ/mol. The HOMO energy comes out at -9.66 eV. For the calculated total energy, the calculation gives -8485.040 eV. The calculation puts the strongest force on any atom at 0.1099 Eh/bohr. The calculation puts the HOMO-LUMO gap at 10.8 eV.

---

No. 5
ORCA calculation (wB97M-V/def2-TZVPD) on the molecule C8H12.

Last column: natural (NBO) charge in e.
Atoms and positions in Å:
C -2.86794 1.68926 -0.82940  -0.40
C -2.17342 0.59002 -0.51149  -0.02
C -2.79563 -0.74704 -0.70600  -0.65
C -0.82086 0.70673 0.10238  -0.21
C 0.20843 -0.10205 -0.15739  -0.19
C 1.47594 0.06805 0.56319  -0.23
C 2.51202 -0.75778 0.41978  -0.15
C 3.85922 -0.61722 1.04848  -0.65
H -2.58531 2.71957 -0.66675  0.20
H -3.93317 1.53685 -0.99683  0.19
H -2.34906 -1.28748 -1.56118  0.22
H -3.82726 -0.71690 -1.06103  0.22
H -2.69571 -1.48173 0.09583  0.22
H -0.81666 1.57379 0.73274  0.21
H 0.08793 -0.91047 -0.86596  0.21
H 1.63850 1.07015 0.95313  0.20
H 2.38545 -1.62814 -0.21579  0.19
H 4.35141 -1.56485 1.23679  0.22
H 4.50587 -0.02793 0.40246  0.22
H 3.84023 -0.11284 2.01704  0.22

Its energy above the lowest of the compared OMol25 structures with the same formula, charge and spin is 86.47 kJ/mol. The HOMO energy comes out at -8.19 eV. For the calculated total energy, the calculation gives -8488.686 eV. The calculation puts the strongest force on any atom at 0.0375 Eh/bohr. The calculation puts the HOMO-LUMO gap at 9.1 eV. Its SMILES is C=C(C)/C=C/C=C/C.

---

No. 6
ORCA calculation (wB97M-V/def2-TZVPD) on a structure of composition C8H12AlAuCl2N2O4.

Last column: natural (NBO) charge in e.
Atoms and positions in Å:
Au -0.16545 -0.56052 -7.14216  1.00
Al -0.43980 -0.74552 -0.75638  1.78
Cl -0.39854 0.37918 -5.08792  -0.46
Cl 0.75561 -1.33517 -2.37970  -0.34
C -0.89739 -2.57658 0.15480  0.47
C -0.48212 -0.14526 -9.05328  0.45
C 0.30818 -1.99848 -8.42056  0.45
O -0.89514 -3.44302 0.93046  -0.20
O -0.66019 0.00477 -10.18376  -0.22
O 0.54957 -2.83879 -9.17613  -0.22
C -2.12716 0.33100 1.23367  -0.46
N -1.06858 0.57345 2.22255  -0.17
C -1.49681 1.01654 3.54370  -0.46
C 0.21034 0.37635 1.87020  0.75
O 0.46559 -0.09396 0.67075  -0.85
N 1.29628 0.58634 2.61851  -0.06
C 1.42583 1.22426 3.92576  -0.46
C 2.57734 0.27433 2.00827  -0.45
H -3.05859 0.70954 1.66542  0.33
H -2.26653 -0.75051 1.04316  0.24
H -1.93836 0.90985 0.30212  0.24
H -1.16641 0.30606 4.31224  0.28
H -1.13956 2.03512 3.73976  0.28
H -2.59059 1.03683 3.54803  0.28
H 2.11517 0.61095 4.52425  0.32
H 1.86767 2.22493 3.82356  0.33
H 0.47366 1.29393 4.44521  0.26
H 2.64874 -0.79371 1.76353  0.29
H 2.75373 0.87360 1.10498  0.30
H 3.34352 0.51448 2.74896  0.28

Its energy above the lowest of the compared OMol25 structures with the same formula, charge and spin is 0.00 kJ/mol. The HOMO energy (spin up / spin down) comes out at -20.91 / -21.74 eV. For the calculated total energy, the calculation gives -54947.699 eV. Its net charge is +4. Its multiplicity is 3. The calculation puts the strongest force on any atom at 0.1504 Eh/bohr. The calculation puts the HOMO-LUMO gap (spin up / spin down) at 5.3 / 4.1 eV.

---

No. 7
ORCA calculation (wB97M-V/def2-TZVPD) on a structure of composition C8H12AlCl2LuN2O3S.

Last column: natural (NBO) charge in e.
Atoms and positions in Å:
Al 1.42516 -0.94936 -5.98173  1.81
Lu -0.92409 0.75536 -1.91050  1.71
Cl -0.01512 -1.36822 -4.37418  -0.40
Cl -1.75084 2.63252 -3.10619  -0.46
C 1.20877 1.36113 -1.33519  0.38
C 0.76067 -2.49609 -7.28790  0.44
C 0.34364 0.70513 -6.64569  0.43
O 2.30509 1.70788 -1.09958  -0.23
O 0.29667 -3.35141 -7.93163  -0.10
O -0.46032 1.52656 -6.88117  -0.12
C 0.01354 -2.12984 3.81400  -0.64
C 0.23267 -1.51426 2.45300  -0.22
N -1.14352 -1.12176 1.94047  -0.52
C -1.26872 -0.20097 0.94889  0.36
S -2.33206 -0.56310 -0.34492  -0.18
N -0.59265 0.97792 1.03756  -0.59
C -0.39371 1.59883 2.38550  -0.23
C 0.99185 2.19756 2.44987  -0.63
H -0.65932 -1.51196 4.42944  0.24
H 0.96924 -2.21727 4.33554  0.26
H -0.42350 -3.13422 3.72640  0.24
H 0.88282 -0.63886 2.47919  0.21
H 0.65786 -2.24698 1.75098  0.22
H -1.66669 -1.98346 1.71777  0.44
H -0.82821 1.70709 0.34491  0.36
H -1.16301 2.37426 2.52116  0.25
H -0.54801 0.83306 3.14630  0.25
H 1.14991 2.95279 1.67612  0.21
H 1.17675 2.67421 3.41687  0.29
H 1.75513 1.42345 2.32471  0.21

The HOMO energy comes out at -21.28 eV. For the calculated total energy, the calculation gives -93664.887 eV. Its net charge is +4. The calculation puts the strongest force on any atom at 0.1795 Eh/bohr. The calculation puts the HOMO-LUMO gap at 2.3 eV.

---

No. 8
ORCA calculation (wB97M-V/def2-TZVPD) on a structure of composition C8H12B2F14O4Tl.

Last column: natural (NBO) charge in e.
Atoms and positions in Å:
Tl 20.92130 -14.66926 -10.49890  0.99
C 15.99079 -14.38432 -7.41423  0.22
O 16.46218 -15.60514 -8.09345  -0.53
O 16.87007 -13.34441 -7.85550  -0.28
C 14.43336 -14.25544 -7.72174  0.96
F 14.17597 -13.01223 -7.34666  -0.30
F 14.08730 -14.38150 -9.01857  -0.30
F 13.61881 -15.01074 -6.91600  -0.32
C 15.71320 -16.87604 -7.97053  -0.08
C 16.47268 -18.04631 -8.48249  -0.63
H 17.28782 -18.26344 -7.79221  0.22
H 15.77488 -18.88358 -8.49603  0.22
H 16.69292 -17.96491 -9.54690  0.22
H 14.68040 -16.84051 -8.31718  0.18
H 15.57672 -17.01708 -6.89834  0.17
H 16.06411 -14.52104 -6.33532  0.25
C 24.91082 -18.87395 -9.89482  0.26
O 25.25315 -17.73112 -9.25521  -0.48
O 23.58407 -18.68247 -10.17836  -0.45
C 25.99597 -19.07033 -11.13561  0.95
F 25.54801 -20.00079 -11.96331  -0.31
F 26.18179 -17.94021 -11.83573  -0.31
F 27.22119 -19.47426 -10.76358  -0.32
C 26.44395 -17.75271 -8.44221  -0.11
C 26.69669 -16.28184 -8.14703  -0.62
H 26.81863 -15.74708 -9.08898  0.22
H 25.89837 -15.84646 -7.54601  0.22
H 27.66148 -16.09090 -7.67711  0.21
H 27.38317 -18.06808 -8.89666  0.19
H 26.37987 -18.31959 -7.51342  0.18
H 25.07426 -19.68547 -9.18572  0.21
B 20.26910 -9.33075 -12.07382  1.31
F 19.43112 -8.44852 -11.52210  -0.55
F 21.22827 -8.78212 -12.91928  -0.57
F 20.89215 -9.97910 -11.13294  -0.55
F 19.55403 -10.40293 -12.69761  -0.59
B 22.52186 -10.76269 -5.77407  1.30
F 23.65274 -10.62707 -5.09643  -0.55
F 22.45793 -11.83857 -6.60839  -0.56
F 21.44164 -10.69050 -4.96797  -0.54
F 22.37168 -9.63293 -6.61357  -0.52

The HOMO energy comes out at -7.15 eV. For the calculated total energy, the calculation gives -60773.510 eV. Its net charge is -1. The calculation puts the strongest force on any atom at 0.1090 Eh/bohr. The calculation puts the HOMO-LUMO gap at 1.5 eV.

---

Q: Which of these has the lowest strongest force on any atom?
A: number 5